# 1
132
Properties=species:S:1:pos:R:3:forces:R:3 method="wB97M-V/def2-TZVPD" total_energy_ev=-108478.731 homo_lumo_gap_ev=7.327 spin_multiplicity=1 lumo_ev=-0.8 smiles="CCCO[C@@H]1OS(=O)(=O)O[C@@]1(CCCCCCOC)ON=O.CN(C)P(=O)(N(C)C)N(C)C.CN(C)P(=O)(N(C)C)N(C)C.CN(C)P(=O)(N(C)C)N(C)C" homo_ev=-8.17
C -5.51023 -3.75315 0.70920 -0.2 0.2 0.2
C -5.66819 -2.21985 0.84128 0.2 -0.8 -0.3
C -4.33458 -1.50156 0.93890 -0.9 0.4 -0.5
O -3.53622 -1.90520 -0.19212 0.2 0.3 0.7
C -2.22939 -2.12528 0.04322 0.7 0.0 -0.8
O -1.33288 -1.04441 -0.41566 -0.5 0.1 -0.6
S 0.02339 -1.61951 -0.99348 1.3 0.4 0.2
O 1.00992 -1.46425 0.01835 -0.1 -0.5 0.3
O 0.35090 -1.11407 -2.27713 -0.7 0.2 -0.2
O -0.40681 -3.15334 -1.14824 -0.3 1.0 0.2
C -1.79688 -3.30454 -0.84050 -0.1 -1.9 0.5
C -2.60394 -3.57755 -2.09624 0.4 0.3 -0.6
C -2.64278 -2.45039 -3.15890 -0.4 -0.2 0.1
C -4.03490 -2.23306 -3.78050 0.2 0.4 -0.2
C -4.84428 -1.07141 -3.20121 -0.3 0.2 -0.1
C -4.16450 0.30857 -3.40148 0.1 -0.7 0.4
C -3.58851 0.93909 -2.13555 0.1 0.4 -0.2
O -4.15892 2.22896 -1.92198 0.0 -0.2 0.1
C -3.97580 2.60209 -0.57679 0.3 0.1 0.2
O -1.93849 -4.50349 -0.08473 -0.4 0.2 0.0
N -1.06986 -4.55304 1.08547 0.2 0.4 0.3
O -1.69812 -4.72169 2.04196 0.1 -0.4 -0.2
H -4.48800 -4.07696 0.90160 0.0 -0.1 0.0
H -5.79020 -4.07939 -0.29061 0.1 -0.1 0.0
H -6.16616 -4.26445 1.41190 0.0 -0.1 0.0
H -6.18880 -1.87631 -0.05285 -0.1 0.3 0.1
H -6.28275 -1.98341 1.70848 0.1 0.2 0.0
H -3.84179 -1.71102 1.88865 0.2 0.0 -0.1
H -4.52908 -0.43383 0.81698 0.3 0.1 0.3
H -1.97197 -2.21404 1.09818 -0.2 -0.3 0.1
H -3.59313 -3.94354 -1.83484 -0.1 0.2 0.2
H -2.07487 -4.41125 -2.56056 -0.1 -0.2 0.2
H -1.95870 -2.72660 -3.95959 0.1 0.0 0.1
H -2.27859 -1.49595 -2.77913 0.0 0.0 0.1
H -3.87864 -1.97234 -4.83171 0.0 -0.1 0.0
H -4.62561 -3.15188 -3.78854 0.1 -0.1 0.1
H -5.79690 -1.05341 -3.73647 0.0 -0.1 0.1
H -5.09618 -1.21424 -2.14924 0.1 -0.1 0.1
H -3.33440 0.15814 -4.09353 -0.2 0.3 -0.3
H -4.90112 0.98999 -3.82154 0.2 0.2 -0.1
H -2.50238 1.05789 -2.24131 0.0 0.0 0.1
H -3.74945 0.33776 -1.23900 -0.2 -0.2 -0.1
H -4.67197 2.07117 0.08375 -0.1 0.1 0.0
H -2.96209 2.36297 -0.23026 0.0 0.1 -0.1
H -4.11220 3.67610 -0.46995 -0.2 0.0 -0.1
O 5.26709 3.25835 2.92334 -1.1 1.4 -2.1
P 4.92872 2.01367 2.18234 1.5 -3.6 2.6
N 3.76444 1.26818 3.17980 -0.1 0.2 0.0
C 3.84260 0.02662 3.91266 -0.1 -0.3 -0.3
C 2.63998 2.11156 3.56019 0.1 0.3 0.0
N 6.48685 1.27360 2.12838 0.4 0.4 0.2
C 6.74491 -0.05180 2.63784 -0.1 -0.4 -0.4
C 7.62975 2.15176 2.35502 0.0 0.1 0.2
N 4.45183 1.25120 0.77230 -0.3 1.4 -0.7
C 3.22148 0.49346 0.57987 -0.3 0.2 0.0
C 5.31618 1.27163 -0.40369 0.0 0.1 -0.1
H 2.87548 -0.48911 3.88304 0.0 0.1 0.1
H 4.11713 0.18064 4.96415 0.0 0.0 0.0
H 4.54306 -0.67603 3.47265 0.0 0.1 0.0
H 1.94346 2.25235 2.72216 0.0 0.0 0.1
H 2.97102 3.09861 3.89036 0.0 0.0 0.0
H 2.07983 1.65905 4.37757 0.1 -0.1 0.0
H 6.65536 -0.11273 3.73095 0.0 -0.1 0.0
H 7.75530 -0.37290 2.36978 0.0 0.2 0.0
H 6.07990 -0.78577 2.17209 -0.1 0.0 0.1
H 7.81170 2.34132 3.42008 0.0 0.1 0.0
H 7.48600 3.11027 1.86450 -0.1 0.0 0.1
H 8.52481 1.69503 1.92346 -0.1 -0.1 0.0
H 3.36450 -0.54981 0.87053 -0.1 0.0 0.0
H 2.91647 0.50421 -0.46737 0.2 0.0 0.0
H 2.38279 0.90148 1.13490 0.1 -0.1 0.1
H 5.84528 0.31984 -0.50848 0.0 0.0 0.0
H 6.05506 2.06605 -0.34089 0.1 0.0 0.1
H 4.73372 1.44732 -1.31075 -0.1 0.0 0.1
O 4.89434 -6.65885 3.37094 -0.7 0.7 2.6
P 6.11154 -5.82260 3.54506 2.4 -0.3 -4.0
N 5.86481 -4.54026 2.44944 -0.2 0.0 0.1
C 6.60534 -4.20123 1.25642 0.4 0.3 0.1
C 4.58870 -3.84724 2.57317 -0.2 -0.2 0.1
N 7.32282 -6.97533 3.12874 -0.3 -0.5 -0.1
C 8.30346 -6.77119 2.08428 0.3 0.3 0.3
C 6.91718 -8.37713 3.18457 -0.2 0.0 -0.1
N 7.15932 -4.98551 4.55118 -1.0 -0.2 1.2
C 7.38795 -3.55090 4.52557 -0.3 0.3 0.1
C 7.96999 -5.69814 5.53347 0.0 -0.1 0.1
H 6.68492 -3.11168 1.15930 -0.1 0.0 0.0
H 6.13095 -4.59157 0.34780 0.0 0.0 0.0
H 7.63201 -4.55258 1.28710 -0.1 -0.1 0.0
H 4.57105 -3.19385 3.45730 -0.1 0.0 0.0
H 3.75598 -4.54834 2.65917 0.0 0.0 0.0
H 4.40397 -3.22076 1.70048 0.1 0.0 0.0
H 7.85718 -6.75507 1.08198 0.1 0.0 0.0
H 9.03907 -7.57837 2.10564 -0.1 -0.1 0.1
H 8.87178 -5.85157 2.24686 -0.1 0.1 -0.1
H 6.37506 -8.69503 2.28593 0.0 -0.1 0.0
H 6.27916 -8.56334 4.04367 -0.1 0.0 0.0
H 7.80624 -9.00354 3.29635 0.1 0.1 -0.1
H 8.17482 -3.29604 3.80906 0.0 0.0 0.0
H 7.70229 -3.18688 5.50608 0.0 -0.2 0.1
H 6.49001 -2.99177 4.27821 0.0 0.0 -0.2
H 8.99773 -5.81006 5.17657 0.0 0.0 0.0
H 7.57053 -6.68834 5.73395 0.0 0.0 -0.1
H 7.98817 -5.16207 6.48520 0.0 0.1 0.0
O -7.79072 5.25271 -2.39306 -2.1 -0.4 -1.9
P -7.18614 6.20668 -3.36111 3.8 1.7 2.1
N -5.72286 5.45710 -3.79440 -0.1 -0.1 -0.1
C -4.36510 5.88121 -3.54138 0.1 0.3 -0.3
C -5.83553 4.07638 -4.24648 -0.4 -0.2 0.1
N -7.07274 7.60559 -2.35875 -0.3 -0.2 0.5
C -5.83863 8.31813 -2.10801 0.0 0.3 -0.4
C -7.91746 7.60919 -1.16807 0.1 -0.2 0.1
N -7.32148 7.13410 -4.75132 -1.3 -0.7 -0.3
C -6.54089 6.96827 -5.96774 -0.1 -0.3 -0.2
C -8.26308 8.24823 -4.80376 -0.1 0.0 0.0
H -3.73100 5.64500 -4.40367 0.0 -0.1 0.0
H -3.93562 5.39217 -2.65885 0.0 0.0 0.0
H -4.27821 6.95644 -3.41830 -0.1 0.0 0.1
H -6.25269 4.02326 -5.26283 0.0 -0.1 0.0
H -6.47800 3.49035 -3.58674 0.0 0.0 0.0
H -4.86182 3.59115 -4.26546 0.1 0.1 0.1
H -5.12501 7.73298 -1.51410 0.0 0.1 0.0
H -6.04877 9.23896 -1.55913 -0.1 0.0 0.0
H -5.36535 8.63394 -3.04128 0.0 -0.1 0.0
H -7.47982 7.03983 -0.33898 -0.1 0.0 0.0
H -8.89522 7.18800 -1.38361 0.0 -0.1 0.0
H -8.07150 8.64089 -0.84035 0.1 0.0 -0.1
H -5.60915 7.53843 -5.90944 0.0 0.0 0.0
H -7.10234 7.33045 -6.83137 -0.1 0.1 0.1
H -6.30638 5.92856 -6.17499 0.1 0.0 0.1
H -7.74191 9.20028 -4.66863 0.0 0.0 0.0
H -9.02117 8.16371 -4.03015 0.1 0.0 0.1
H -8.78640 8.27087 -5.76260 0.1 -0.1 0.0

# 2
101
Properties=species:S:1:pos:R:3:forces:R:3 method="wB97M-V/def2-TZVPD" total_energy_ev=-92185.905 homo_lumo_gap_ev=6.516 spin_multiplicity=1 charge=-1 lumo_ev=2.1 homo_ev=-4.40
C 9.15121 -4.85635 2.35597 0.1 0.8 0.4
C 8.94860 -3.67738 1.21249 -0.6 0.1 -0.3
C 8.84760 -4.26081 -0.32958 -0.2 -0.4 0.5
C 9.42660 -3.23933 -1.47796 -0.4 -0.7 -0.3
C 8.32347 -2.17623 -2.07049 -0.1 0.7 0.5
C 7.20126 -1.69549 -0.95755 0.3 0.6 0.0
C 6.32192 -0.43170 -1.56116 0.0 0.1 -0.7
C 6.95254 1.02473 -1.13417 0.2 0.1 0.5
C 6.43182 1.57991 0.32574 0.0 0.1 -0.3
C 4.79685 1.75274 0.41486 0.3 1.1 0.4
C 4.31854 3.35143 0.52208 -1.3 -1.2 0.3
C 2.64717 3.30665 0.50740 0.7 0.3 0.1
C 2.04161 3.54669 -0.99746 -0.5 -0.6 0.6
C 0.58317 2.77950 -1.08376 0.1 1.1 -0.4
C -0.30795 3.29857 -2.37111 -0.3 -0.8 0.0
C -1.62897 2.30023 -2.56458 0.1 0.0 0.0
C -3.03512 2.98895 -2.07848 0.1 0.0 -0.3
C -4.26428 1.89336 -1.91839 0.1 0.3 -0.6
C -5.09163 2.03171 -0.50925 0.2 -1.4 0.2
C -4.81849 0.65471 0.37478 0.2 0.4 -0.7
Ga -5.69816 0.72806 2.26937 -0.4 0.0 -0.4
C -7.46278 -0.41578 2.37848 -0.7 -0.6 0.4
C -7.33309 -1.86369 1.59828 -0.6 -0.3 1.2
C -8.73620 -2.28996 0.79370 0.6 1.4 0.0
C -8.51724 -2.12883 -0.83137 -1.0 0.5 0.1
C -8.74605 -3.50310 -1.69397 -0.3 0.0 0.0
C -7.37813 -4.21904 -2.24384 -1.6 -1.7 0.6
O -6.69044 -3.50461 -3.33042 2.2 1.3 2.9
C -5.64356 -2.59840 -2.83339 -0.9 7.0 -1.9
C -4.40877 -2.98366 -1.82635 -1.4 -1.1 0.9
O -5.74900 -1.29801 -3.21909 0.8 -8.6 2.1
H 8.63894 -4.45484 3.34645 1.1 -1.0 -2.0
H 8.64972 -5.88085 2.06646 1.0 2.1 0.4
H 10.29723 -5.02146 2.60523 -2.4 0.2 -0.7
H 9.79861 -2.85811 1.24138 -1.6 -1.8 0.1
H 7.94200 -3.11246 1.47006 2.1 -1.1 -0.6
H 9.45531 -5.27261 -0.34123 -1.1 2.0 -0.1
H 7.71161 -4.55350 -0.54294 2.5 0.6 0.3
H 9.75670 -3.92533 -2.39709 -0.4 1.6 2.0
H 10.35751 -2.66881 -1.01440 -1.9 -1.2 -1.1
H 8.90605 -1.19383 -2.39549 -1.2 -2.0 0.6
H 7.76249 -2.57575 -3.02170 1.2 0.6 1.9
H 7.81059 -1.29246 -0.02714 -1.3 -0.9 -1.7
H 6.49347 -2.58071 -0.59641 1.6 1.9 -0.9
H 5.17203 -0.50389 -1.26354 2.6 0.1 -0.6
H 6.38297 -0.48733 -2.74827 -0.3 0.0 2.5
H 6.74282 1.88096 -1.93561 0.3 -2.0 1.6
H 8.12610 0.89639 -1.06290 -2.3 0.3 -0.3
H 6.76157 0.86444 1.19471 -0.5 1.3 -1.8
H 6.97620 2.62331 0.50402 -1.3 -2.2 -0.3
H 4.45011 1.20636 1.39267 0.4 1.1 -2.0
H 4.21760 1.30334 -0.50527 1.3 0.8 1.8
H 4.68982 3.95670 -0.41129 -0.5 -1.1 1.9
H 4.62782 3.84092 1.55758 -0.2 -1.1 -2.4
H 2.28180 4.13129 1.27970 0.4 -1.7 -1.8
H 2.29846 2.24301 0.91083 0.7 2.3 -0.8
H 2.77124 3.09605 -1.80591 -1.4 0.9 1.6
H 1.92640 4.69325 -1.20463 0.2 -2.1 0.4
H -0.00153 3.02243 -0.07773 1.1 -0.8 -2.1
H 0.77267 1.62230 -1.20953 -0.5 2.3 0.5
H 0.35989 3.25765 -3.33414 -1.2 0.1 1.8
H -0.68406 4.40130 -2.25250 0.8 -2.0 0.0
H -1.44388 1.33105 -1.92815 -0.4 1.8 -1.1
H -1.71042 1.94528 -3.69349 0.1 0.8 2.3
H -3.33699 3.78428 -2.90428 0.7 -1.4 1.9
H -2.85276 3.54162 -1.03800 -0.4 -1.2 -2.2
H -3.78173 0.81241 -2.03040 -1.2 2.2 0.4
H -5.02367 2.01258 -2.81520 1.6 -0.2 1.6
H -6.25970 2.11798 -0.69716 2.5 0.0 0.3
H -4.73265 2.95308 0.12225 -0.7 -1.6 -1.3
H -5.26320 -0.26603 -0.20152 0.9 1.7 0.7
H -3.65825 0.52407 0.49969 -2.3 0.1 -0.5
H -4.66591 0.27509 3.41006 0.2 -0.2 0.2
H -6.11787 2.25741 2.64677 0.0 0.1 -0.1
H -8.37956 0.22155 1.99860 1.7 -1.4 0.5
H -7.65742 -0.60882 3.53184 0.2 0.3 -2.3
H -7.12616 -2.67100 2.45105 -0.3 1.6 -1.9
H -6.39111 -1.87076 0.89493 -1.9 0.0 1.1
H -9.51723 -1.44125 1.10080 1.5 -2.2 -0.5
H -9.11952 -3.34285 1.13316 0.7 1.9 -0.8
H -7.48047 -1.60901 -0.98240 -1.9 -1.2 0.0
H -9.33135 -1.35034 -1.22657 1.8 -1.7 0.8
H -9.28988 -4.30518 -0.99806 1.3 1.6 -1.4
H -9.53192 -3.28567 -2.56553 2.0 -0.6 1.6
H -6.71442 -4.46894 -1.31312 -0.9 0.7 -1.8
H -7.71468 -5.26866 -2.70162 0.9 2.3 0.8
H -4.68209 -2.52380 -0.75954 0.5 -0.8 -2.4
H -4.40625 -4.16155 -1.66196 0.3 2.5 -0.5
H -3.36261 -2.55632 -2.13235 -2.4 -0.8 0.2
C 0.25765 2.86372 4.26546 0.2 0.0 0.0
C -0.95192 3.72567 3.91790 0.3 0.0 0.0
C -2.21734 2.90252 3.66908 0.3 -0.5 -1.0
C -1.99287 1.95598 2.50117 0.9 -5.4 -6.5
N -1.80648 1.17083 1.53222 -1.0 6.4 7.8
H 0.52361 2.19050 3.44427 -0.1 0.0 0.1
H 1.12990 3.49496 4.46269 -0.1 -0.1 0.0
H 0.06487 2.25899 5.15897 0.0 0.0 -0.1
H -0.71708 4.32471 3.02953 -0.1 -0.1 0.1
H -1.13657 4.42669 4.73940 -0.1 -0.1 -0.1
H -3.05751 3.56584 3.43784 0.0 -0.3 -0.1
H -2.47925 2.32075 4.55948 0.0 -0.1 -0.3